(1)
A structure of composition C25H38F9NOY, computed with ωB97M-V with the def2-TZVPD basis set.

Structure (ORCA input):
```
! RIJCOSX wB97M-V def2-TZVPD def2/J DEFGRID3
* xyz -1 1
Y 0.34 -0.45 0.87
C 1.20 2.18 0.86
C 2.36 1.37 0.78
C 2.49 0.69 2.04
C 1.37 1.10 2.82
C 0.58 2.02 2.11
C -0.69 2.67 2.62
C -1.29 3.59 1.55
C -1.73 1.59 2.96
C -0.38 3.49 3.88
C 3.58 -0.19 2.66
C 4.74 0.71 3.13
C 3.04 -0.91 3.90
C 4.11 -1.30 1.74
C 3.16 1.29 -0.53
C 2.69 2.38 -1.51
C 2.90 -0.06 -1.23
C 4.66 1.53 -0.34
H 0.82 2.81 0.07
H 1.17 0.78 3.84
H -1.53 3.03 0.65
H -0.59 4.39 1.29
H -2.21 4.05 1.93
H -2.02 1.04 2.06
H -2.64 2.03 3.38
H -1.33 0.89 3.70
H 0.36 4.26 3.66
H 0.02 2.85 4.67
H -1.28 3.98 4.26
H 5.52 0.11 3.61
H 4.37 1.44 3.86
H 5.19 1.26 2.31
H 2.77 -0.22 4.70
H 3.82 -1.57 4.30
H 2.18 -1.53 3.64
H 4.64 -0.92 0.87
H 3.27 -1.91 1.40
H 4.80 -1.93 2.30
H 1.64 2.24 -1.79
H 3.28 2.32 -2.42
H 2.81 3.38 -1.08
H 1.85 -0.12 -1.55
H 3.12 -0.92 -0.60
H 3.50 -0.14 -2.14
H 4.82 2.50 0.14
H 5.16 1.55 -1.31
H 5.15 0.77 0.27
F -3.34 -1.15 0.87
C -3.68 -0.42 -0.20
F -4.71 -1.04 -0.80
F -4.14 0.76 0.26
C -2.45 -0.22 -1.13
O -1.36 0.09 -0.42
C -2.23 -1.53 -1.96
F -2.38 -2.61 -1.19
F -3.10 -1.65 -2.99
F -1.00 -1.56 -2.48
C -2.76 0.95 -2.13
F -1.90 0.93 -3.16
F -2.63 2.13 -1.52
F -4.00 0.90 -2.64
C -0.75 -4.37 1.48
C 0.63 -3.82 1.06
C 0.97 -4.39 -0.33
C 1.67 -4.35 2.06
N 0.60 -2.40 1.02
H -0.77 -5.47 1.50
H -1.51 -4.01 0.79
H -1.00 -4.00 2.48
H 1.00 -5.49 -0.34
H 1.94 -4.01 -0.65
H 0.22 -4.05 -1.05
H 1.65 -5.45 2.14
H 1.48 -3.93 3.05
H 2.68 -4.06 1.75
*
```

Output
Max |F| = 0.1 eV/Å
Molecular weight = 628.47 g mol⁻¹
Kohn-Sham gap = 0.2344 Ha
Energy above the lowest of the compared OMol25 structures with the same formula, charge and spin = 0.9 kJ/mol

=====

(2)
A cluster of 2 separate species, C5H9NO in total at a distorted geometry, computed with ωB97M-V with the def2-TZVPD basis set.

Structure (ORCA input):
```
! RIJCOSX wB97M-V def2-TZVPD def2/J DEFGRID3
* xyz 0 1
C -0.36 0.62 -1.65
C -0.05 0.35 -0.39
C 1.35 0.35 0.15
O 1.69 -0.98 0.48
C -1.12 0.02 0.64
C -1.31 1.20 1.49
N -1.39 2.17 2.12
H -1.39 0.61 -2.01
H 0.41 0.88 -2.37
H 2.04 0.77 -0.60
H 1.39 0.99 1.04
H 2.46 -0.97 1.05
H -0.80 -0.83 1.26
H -2.07 -0.25 0.17
H -0.65 -2.70 -0.50
H -0.21 -2.24 -0.89
*
```

Output
SMILES = C=C(CO)CC#N.[H][H]
Max |F| = 1.1 eV/Å
Molecular weight = 99.13 g mol⁻¹
Kohn-Sham gap = 0.4050 Ha
Energy above the lowest of the compared OMol25 structures with the same formula, charge and spin = 264.1 kJ/mol

=====

(3)
A structure of composition C15H26F5N3O3PPdSTe at a distorted geometry, computed with ωB97M-V with the def2-TZVPD basis set.

Structure (ORCA input):
```
! RIJCOSX wB97M-V def2-TZVPD def2/J DEFGRID3
* xyz 1 3
Pd 1.23 0.07 -0.13
F 3.69 0.85 1.07
Te 4.39 -0.78 0.25
F 4.04 -1.73 1.86
F 4.72 0.31 -1.32
F 5.99 -0.19 0.95
F 5.22 -2.24 -0.54
O 2.70 -1.34 -0.30
S 1.26 -1.57 4.30
C 1.23 -1.46 2.59
N 0.61 -0.42 2.10
C -0.07 0.29 3.12
C -0.92 1.36 2.94
C -1.54 1.93 4.07
C -1.32 1.35 5.33
C -0.44 0.32 5.54
C 0.16 -0.22 4.42
H 1.76 -2.11 1.98
H -1.17 1.69 1.94
H -2.33 2.62 3.99
H -1.95 1.68 6.14
H -0.29 -0.06 6.54
C 1.01 4.23 -0.31
P 0.03 3.15 -1.41
C 0.70 3.26 -3.04
C -1.73 3.61 -1.50
O 0.23 1.72 -0.94
H 0.86 5.29 -0.44
H 2.01 3.92 -0.55
H 0.77 3.89 0.71
H 0.30 4.09 -3.64
H 0.48 2.33 -3.54
H 1.78 3.31 -2.97
H -1.82 4.63 -1.76
H -2.22 3.32 -0.57
H -2.22 3.00 -2.28
C -3.18 -2.81 -1.47
N -2.09 -1.98 -1.01
C -2.41 -0.90 0.01
C -0.90 -1.82 -1.67
O -0.25 -0.76 -1.54
N -0.48 -2.83 -2.44
C -0.64 -4.23 -2.04
C 0.53 -2.60 -3.48
H -4.10 -2.22 -1.36
H -3.34 -3.72 -0.86
H -3.13 -3.12 -2.49
H -3.26 -1.27 0.51
H -2.59 0.05 -0.51
H -1.59 -0.74 0.69
H -1.23 -4.20 -1.10
H 0.35 -4.68 -1.85
H -1.20 -4.80 -2.82
H 0.21 -1.69 -3.97
H 0.66 -3.45 -4.16
H 1.50 -2.34 -3.02
*
```

Output
⟨S²⟩ = 2.004
Max |F| = 2.4 eV/Å
Molecular weight = 688.44 g mol⁻¹
Kohn-Sham gap (spin up / spin down) = 0.3074 / 0.2502 Ha

=====

(4)
A cluster of 2 separate species, C2H9N2S in total at a distorted geometry, computed with ωB97M-V with the def2-TZVPD basis set.

Structure (ORCA input):
```
! RIJCOSX wB97M-V def2-TZVPD def2/J DEFGRID3
* xyz 1 1
C 0.64 -0.48 0.83
C 0.35 -0.29 -0.46
N 1.27 -0.88 -1.46
N -0.15 -0.14 1.89
H 1.37 -1.22 1.15
H -0.52 0.18 -0.89
H 1.98 -0.21 -1.78
H 1.78 -1.70 -1.10
H 0.79 -1.19 -2.31
H -1.10 0.14 1.72
H 0.09 -0.48 2.78
S -2.18 2.29 -0.71
H -1.48 2.68 0.38
H -2.82 1.30 -0.03
*
```

Output
Max |F| = 2.1 eV/Å
Molecular weight = 93.17 g mol⁻¹
Kohn-Sham gap = 0.3463 Ha
Energy above the lowest of the compared OMol25 structures with the same formula, charge and spin = 141.6 kJ/mol